C15H23ClIN5OPd | the ωB97M-V functional and the def2-TZVPD basis

Last column: natural (NBO) charge in e.
Atoms and positions in Å:
Pd -1.831 -0.099 0.448  0.6689
Cl -3.957 6.126 0.332  0.1482
C -2.911 4.874 -0.080  0.0685
C -1.500 5.015 0.009  -0.2397
C -0.682 3.877 0.103  -0.1672
I 1.351 4.088 0.325  0.2956
C -1.248 2.606 0.048  0.3156
O -0.552 1.496 0.162  -0.5877
C -2.682 2.532 -0.076  0.1859
N -3.231 1.246 -0.137  -0.4855
C -4.546 1.103 -0.198  0.1007
C -5.447 2.187 -0.396  -0.2174
C -4.945 3.469 -0.320  -0.1024
C -3.518 3.619 -0.255  -0.1478
H -1.066 6.000 0.090  0.2650
H -4.891 0.094 -0.035  0.1812
H -6.556 2.051 -0.451  0.2597
H -5.643 4.258 -0.286  0.2554
N 3.099 -4.553 0.177  -0.6674
C 2.917 -3.075 -0.139  -0.0287
C 3.970 -2.227 0.493  -0.4419
C 3.805 -0.696 0.168  -0.0092
N 4.959 -0.068 -0.395  -0.8427
C 2.456 -0.411 -0.647  -0.4504
C 1.272 -1.074 0.070  -0.0303
N -0.074 -0.941 -0.606  -0.8596
C 1.534 -2.582 0.278  -0.4448
H 4.064 -4.871 0.081  0.4489
H 2.582 -5.105 -0.514  0.4464
H 2.837 -4.827 1.109  0.4404
H 3.016 -3.087 -1.265  0.2265
H 4.986 -2.656 0.267  0.2318
H 3.760 -2.308 1.579  0.2182
H 3.620 -0.331 1.230  0.1628
H 5.788 -0.401 0.030  0.3765
H 4.930 0.997 -0.447  0.3944
H 2.560 -0.688 -1.708  0.2221
H 2.312 0.707 -0.678  0.2464
H 1.104 -0.626 1.058  0.2166
H -0.299 -1.807 -1.120  0.3712
H -0.088 -0.183 -1.261  0.4012
H 0.837 -3.221 -0.253  0.2059
H 1.304 -2.780 1.334  0.2317
N -3.186 -1.755 0.476  -1.0498
H -4.097 -1.352 0.298  0.3802
H -3.208 -2.234 1.394  0.4083
H -2.902 -2.384 -0.290  0.3983

Summary:
Multiplicity: 3
LUMO (alpha / beta) (eV): -5.6338 / -7.7334
Net charge: +2
E_HOMO (alpha / beta) (eV): -12.113 / -13.295
Strongest force on any atom (eV/Å): 3.7